Record 1
{"formula": "C17H52O9", "method": "ωB97M-V with the def2-TZVPD basis set", "elements": ["C", "C", "C", "O", "H", "H", "H", "H", "H", "H", "H", "H", "C", "C", "C", "O", "H", "H", "H", "H", "H", "H", "H", "H", "C", "C", "C", "O", "H", "H", "H", "H", "H", "H", "H", "H", "C", "C", "C", "O", "H", "H", "H", "H", "H", "H", "H", "H", "C", "O", "H", "H", "H", "H", "C", "O", "H", "H", "H", "H", "C", "O", "H", "H", "H", "H", "C", "O", "H", "H", "H", "H", "C", "O", "H", "H", "H", "H"], "coordinates": [[-20.219106, -7.522309, 9.392420], [-19.450162, -7.569615, 8.069242], [-20.036228, -8.554961, 7.045648], [-19.405750, -6.253320, 7.520720], [-19.634321, -6.955755, 10.117825], [-20.418105, -8.509035, 9.817418], [-21.189772, -7.044224, 9.229428], [-18.449438, -7.945400, 8.301589], [-21.102089, -8.725335, 7.232895], [-19.489847, -9.487931, 7.174439], [-19.968344, -8.130697, 6.046347], [-20.326972, -6.028498, 7.340891], [-22.457680, -6.961771, 13.764292], [-21.194211, -6.415341, 13.109635], [-20.856082, -5.049719, 13.678938], [-20.121433, -7.288660, 13.466611], [-23.353289, -6.384307, 13.502570], [-22.456804, -6.801170, 14.850012], [-22.573761, -8.037909, 13.637992], [-21.326932, -6.401686, 12.022206], [-19.909573, -4.718296, 13.247110], [-20.695130, -5.129152, 14.752955], [-21.661014, -4.355038, 13.443659], [-20.283523, -8.160634, 13.082941], [-26.582923, -9.387339, 10.207039], [-25.265883, -9.138762, 9.463529], [-24.081286, -9.582229, 10.368341], [-25.157544, -9.898179, 8.261808], [-26.488447, -9.127102, 11.260179], [-26.874140, -10.440145, 10.215149], [-27.307108, -8.763858, 9.680300], [-25.188611, -8.068392, 9.268900], [-23.772462, -8.766414, 11.034964], [-23.206265, -9.869483, 9.791854], [-24.456365, -10.318895, 11.081894], [-25.850543, -10.565473, 8.263464], [-22.482351, -9.576997, 17.470266], [-21.888450, -10.990808, 17.361965], [-21.237333, -11.337205, 16.033840], [-20.895084, -11.136020, 18.388471], [-21.628724, -8.891512, 17.357709], [-22.959534, -9.366558, 18.423303], [-23.167530, -9.325727, 16.658460], [-22.719018, -11.635667, 17.669921], [-20.254948, -10.874376, 15.999504], [-21.900589, -11.019019, 15.217664], [-21.215998, -12.412128, 15.848710], [-20.336114, -10.349611, 18.336566], [-24.048137, -13.399052, 13.764345], [-24.769122, -13.156251, 14.979793], [-24.764817, -13.511440, 12.950316], [-23.353590, -12.596196, 13.524999], [-23.499391, -14.322922, 13.947681], [-24.786372, -13.957855, 15.501567], [-21.427570, -11.850235, 7.833209], [-20.564493, -11.393923, 8.883622], [-22.203206, -11.170952, 7.489157], [-20.766326, -12.173055, 7.032045], [-21.851309, -12.785317, 8.214148], [-21.031754, -10.991368, 9.617958], [-20.739175, -11.263910, 12.069875], [-20.541431, -9.862481, 12.224446], [-20.801596, -11.837839, 12.991308], [-21.639913, -11.383193, 11.468493], [-19.938019, -11.610049, 11.413793], [-19.624745, -9.724392, 12.512158], [-16.772153, -11.019151, 11.769001], [-17.611124, -9.908765, 11.966677], [-15.716735, -10.730018, 11.781882], [-16.863785, -11.831107, 12.490857], [-17.005554, -11.496068, 10.808380], [-17.570192, -9.273466, 11.250448], [-19.198774, -14.493834, 10.125028], [-19.775428, -15.031609, 11.310702], [-18.268716, -14.994108, 9.843537], [-19.949729, -14.632268, 9.349705], [-19.010852, -13.422886, 10.232009], [-19.293931, -14.707110, 12.075744]], "forces_ev_per_angstrom": [[0.11, -0.21, -0.18], [-0.72, -0.43, 0.13], [-0.27, 0.25, 0.66], [0.35, -0.13, 0.15], [-0.19, 0.14, 0.07], [0.13, -0.06, -0.10], [0.02, 0.08, 0.09], [0.25, 0.75, -0.26], [0.07, -0.11, 0.06], [-0.29, -0.19, -0.45], [0.39, -0.23, -0.10], [0.14, 0.14, -0.03], [-0.64, 0.57, 0.75], [-0.31, -0.73, 0.99], [0.38, -0.32, -0.59], [0.47, 0.18, -0.25], [0.01, -0.39, -0.60], [0.58, -0.10, -0.01], [-0.19, 0.07, -0.43], [0.12, 0.18, -0.01], [-0.14, 0.23, -0.07], [-0.22, 0.00, 0.06], [0.11, 0.18, 0.12], [-0.39, 0.31, 0.12], [0.31, 0.42, -0.64], [1.03, -1.22, 1.40], [-0.62, 1.14, 0.61], [-0.43, 0.37, -0.28], [-0.10, 0.42, -0.07], [0.03, -0.03, -0.31], [-0.53, -0.29, 0.46], [0.08, -0.08, -0.47], [0.02, 0.12, -0.22], [-0.09, -0.30, -0.03], [0.40, -0.59, -0.38], [0.02, 0.05, -0.05], [1.03, 0.31, -0.86], [-0.44, 0.41, 1.08], [-1.56, -0.11, -0.46], [-0.14, -0.01, 0.15], [-0.22, 0.21, 0.06], [0.02, -0.28, 0.10], [-0.08, -0.22, 0.03], [0.40, -0.50, -0.41], [0.04, -0.04, -0.34], [0.38, 0.50, 0.00], [0.56, -0.09, 0.50], [0.00, -0.16, 0.08], [-0.42, -0.73, 0.81], [0.06, 0.81, -0.15], [0.15, -0.12, -0.15], [-0.05, 0.15, 0.25], [0.28, 0.00, -0.72], [0.03, -0.09, -0.03], [0.55, -1.21, 1.05], [0.38, 0.52, -0.53], [0.11, 0.25, 0.11], [-0.04, 0.41, -0.23], [-0.60, 0.10, -0.30], [-0.39, 0.00, -0.20], [0.40, 0.48, -1.12], [-0.11, 0.10, 0.58], [0.01, 0.10, 0.15], [-0.33, -0.10, 0.40], [0.14, -0.52, 0.32], [0.13, -0.40, -0.31], [0.71, -0.42, -1.26], [-0.73, -0.07, 1.17], [-0.04, 0.02, -0.10], [-0.58, 0.58, 0.51], [0.22, 0.09, -0.05], [0.30, -0.17, -0.24], [-0.22, 0.17, 0.22], [0.02, -0.05, 0.06], [-0.04, -0.09, 0.01], [0.16, 0.02, -0.13], [0.00, 0.00, -0.14], [0.07, -0.03, -0.04]], "homo_lumo_gap_ev": 10.3, "e_above_lowest_kj_mol": 304.7, "spin_multiplicity": 1, "smiles": "CC(C)O.CC(C)O.CC(C)O.CC(C)O.CO.CO.CO.CO.CO", "total_energy_ev": -36896.293, "charge": 0}

Record 2
{"formula": "C3H8O", "method": "ωB97M-V with the def2-TZVPD basis set", "elements": ["C", "C", "O", "C", "H", "H", "H", "H", "H", "H", "H", "H"], "coordinates": [[-1.713288, 0.093025, -0.619011], [0.301653, -1.190086, 0.750713], [0.808977, -0.023024, 1.040515], [1.819655, 0.426797, 0.127837], [-1.821037, 0.511238, -1.621197], [-2.629533, -0.424093, -0.322642], [-1.496656, 0.887999, 0.103979], [-0.883930, -0.632865, -0.654265], [-0.542365, -1.282109, 1.475751], [2.304360, -0.438007, -0.329994], [1.330955, 1.030035, -0.644653], [2.521204, 1.041088, 0.692970]], "forces_ev_per_angstrom": [[-0.09, 0.01, -0.08], [0.18, 0.18, 0.45], [-0.10, -0.39, -0.07], [0.23, 0.14, -0.13], [-0.11, 0.02, 0.11], [0.11, 0.10, -0.11], [-0.01, -0.21, -0.22], [-0.40, 0.22, -0.15], [0.21, -0.04, 0.02], [-0.04, 0.13, 0.10], [0.08, -0.07, 0.16], [-0.05, -0.08, -0.08]], "homo_lumo_gap_ev": 9.6, "e_above_lowest_kj_mol": 340.5, "spin_multiplicity": 1, "total_energy_ev": -5284.622, "charge": 0}

Record 3
{"formula": "C10H16", "method": "ωB97M-V with the def2-TZVPD basis set", "elements": ["C", "C", "C", "C", "C", "C", "C", "C", "H", "H", "H", "H", "H", "H", "H", "H", "H", "H", "C", "C", "H", "H", "H", "H", "H", "H"], "coordinates": [[0.429042, -1.182971, -0.740636], [0.702030, -2.208092, -1.892738], [-0.962431, -0.727866, -0.494583], [-2.134822, -1.438679, -0.673670], [-1.100044, 0.549992, 0.106544], [-3.371221, -0.959642, -0.204628], [-2.313674, 1.059296, 0.547853], [-3.476006, 0.257354, 0.433581], [0.721236, -1.628371, 0.248844], [0.991940, -0.289988, -1.003816], [1.533630, -1.840583, -2.490699], [-2.021650, -2.381274, -1.210727], [-0.238036, 1.152776, 0.309672], [-4.191325, -1.632463, -0.403173], [-2.382018, 2.100364, 0.852632], [-4.480148, 0.579921, 0.674883], [-0.172909, -2.098795, -2.525827], [0.528810, -3.230794, -1.542829], [2.774229, 2.352715, 1.682782], [2.694910, 1.100709, 0.796208], [2.012911, 2.529074, 2.424506], [3.720970, 2.471967, 2.234370], [2.603462, 3.230563, 1.066523], [2.898321, 1.189940, -0.275816], [1.746265, 0.586382, 0.889717], [3.486540, 0.458471, 1.191038]], "forces_ev_per_angstrom": [[0.66, -1.19, -0.10], [-2.31, 1.12, 0.76], [-1.07, 1.53, 0.87], [0.54, -0.13, -0.18], [-0.59, -0.35, 0.29], [1.01, -0.91, -0.51], [-0.75, -0.67, -0.60], [0.34, 0.29, -0.63], [0.44, 0.62, -0.88], [0.30, -0.08, 0.55], [0.40, -1.07, 0.28], [-0.53, 0.02, 0.24], [0.49, 0.22, -0.25], [-0.49, 0.30, 0.24], [0.03, -0.28, 0.33], [0.18, 0.34, 0.34], [-0.12, 0.17, -0.64], [1.30, -0.01, -0.22], [0.14, 1.12, -0.72], [0.60, -0.46, 1.06], [-0.58, -0.86, 0.39], [-0.20, -0.12, -0.54], [0.48, 0.36, -0.20], [-0.01, 0.62, 0.25], [-0.01, -0.09, 0.14], [-0.29, -0.50, -0.26]], "homo_lumo_gap_ev": 9.9, "e_above_lowest_kj_mol": 114.9, "spin_multiplicity": 1, "smiles": "CCc1ccccc1.CC", "total_energy_ev": -10628.552, "charge": 0}

Record 4
{"formula": "Cl5FO20Sr", "method": "ωB97M-V with the def2-TZVPD basis set", "elements": ["Sr", "F", "Cl", "O", "O", "O", "O", "Cl", "O", "O", "O", "O", "Cl", "O", "O", "O", "O", "Cl", "O", "O", "O", "O", "Cl", "O", "O", "O", "O"], "coordinates": [[0.575178, -0.519581, 0.082843], [1.739088, -2.617241, -0.159057], [-3.367412, -1.352081, 0.597583], [-3.751422, -1.571991, 2.003783], [-1.928242, -1.362571, 0.507633], [-3.884362, -2.447701, -0.118647], [-3.929272, -0.264081, -0.128377], [-0.733472, 1.300009, 3.669613], [-2.102202, 1.264139, 3.385573], [-0.082502, 0.860309, 2.354383], [-0.311712, 2.565889, 4.067363], [-0.535752, 0.645849, 4.880103], [4.039148, 0.125439, 0.943673], [3.289828, -0.536271, 1.996553], [3.268838, 0.130079, -0.254327], [4.027118, 1.519029, 1.152393], [5.208568, -0.516881, 0.593853], [0.397158, -2.077841, -3.472127], [0.068558, -3.238921, -2.855297], [-0.426642, -1.618081, -4.559177], [0.755328, -0.982881, -2.701007], [1.593918, -2.469281, -4.190607], [-0.703292, 2.701389, -1.455257], [-1.315172, 3.612439, -0.748597], [-0.593022, 3.102629, -2.842547], [0.453208, 1.868749, -1.033767], [-1.751462, 1.879469, -1.716567]], "forces_ev_per_angstrom": [[0.83, -0.94, -0.45], [-0.74, 0.77, 0.48], [-0.59, -1.29, 0.34], [0.23, 1.52, -1.00], [0.75, 0.58, 0.26], [-0.50, -3.34, -0.99], [0.04, 2.35, 1.43], [-0.40, 0.07, -3.52], [-2.60, 0.12, -0.69], [0.08, 0.22, 3.18], [1.56, 4.81, -1.39], [1.46, -5.24, 2.44], [-6.31, 0.74, -1.64], [1.13, -0.11, 0.30], [-2.35, -1.85, -2.33], [2.87, 2.78, 2.94], [4.60, -1.30, 0.92], [5.03, 0.96, -7.45], [-3.99, -3.67, 3.85], [-2.77, 0.00, 0.44], [-0.50, 2.65, 3.72], [2.13, -0.08, -0.79], [2.29, -8.14, -9.60], [-1.07, 10.66, 8.90], [4.59, 3.66, -1.39], [-0.25, 2.47, 0.92], [-5.53, -8.41, 1.12]], "homo_lumo_gap_ev": 7.2, "e_above_lowest_kj_mol": 300.4, "spin_multiplicity": 1, "total_energy_ev": -107073.109, "charge": -4}

Record 5
{"formula": "C4H11N2", "method": "ωB97M-V with the def2-TZVPD basis set", "elements": ["C", "C", "C", "C", "N", "N", "H", "H", "H", "H", "H", "H", "H", "H", "H", "H", "H"], "coordinates": [[-1.648683, -1.981070, -0.141354], [-1.094008, -0.762662, -0.756957], [-0.785616, 0.361540, -0.008058], [-0.315315, 1.540660, -0.526638], [0.364453, 2.387306, 0.384356], [2.418556, -0.254608, 0.470495], [-2.543933, -1.853973, 0.462741], [-1.710065, -2.759521, -0.897520], [-1.110069, -0.693384, -1.841348], [2.434750, -1.253970, 0.311748], [-0.697289, 0.256457, 1.068352], [-0.351516, 1.710484, -1.601943], [1.300230, 2.554115, 0.013328], [-0.170563, 3.242734, 0.474932], [1.575252, 0.009523, 0.944726], [-0.873621, -2.357438, 0.548251], [3.207437, -0.146190, 1.094889]], "forces_ev_per_angstrom": [[1.87, -0.79, -0.50], [-1.88, 1.14, 0.30], [0.15, -0.58, 0.22], [1.11, -0.67, 0.58], [-0.79, -0.78, -0.91], [0.63, -0.23, -0.43], [-0.14, 0.30, -0.14], [-0.60, -0.04, 0.11], [0.40, -0.01, -0.03], [-0.44, -0.12, -0.21], [-0.26, 0.03, 0.04], [0.14, 0.18, -0.05], [-0.14, 0.53, -0.10], [0.28, 0.54, 0.23], [-0.11, -0.11, 0.52], [-0.18, 0.10, 0.19], [-0.04, 0.51, 0.19]], "homo_lumo_gap_ev": 7.0, "e_above_lowest_kj_mol": 319.2, "spin_multiplicity": 1, "total_energy_ev": -7297.639, "charge": 1}

Record 6
{"formula": "C4H9NO", "method": "ωB97M-V with the def2-TZVPD basis set", "elements": ["C", "C", "C", "N", "C", "O", "H", "H", "H", "H", "H", "H", "H", "H", "H"], "coordinates": [[0.235489, -1.376090, 0.075544], [-1.418777, -0.224790, -1.198163], [0.578321, 1.395022, 0.878199], [-0.951353, -0.682853, 0.108635], [1.533143, -0.213628, 0.351584], [2.670195, -0.381161, 0.547200], [-0.636643, 0.291974, 0.677019], [0.394870, -2.011732, 0.948595], [0.513662, -1.856904, -0.861630], [-1.654167, -1.079990, -1.833913], [-0.676735, 0.393030, -1.727816], [-2.319182, 0.374642, -1.065232], [-0.343340, 1.965862, 0.715056], [1.294772, 2.087448, 0.439517], [0.779745, 1.319171, 1.945405]], "forces_ev_per_angstrom": [[2.56, 1.00, 0.27], [0.19, 0.10, 0.04], [2.35, 0.10, -0.15], [-0.28, 2.57, 1.26], [-3.14, -0.53, 0.24], [-0.32, 0.65, -0.15], [-1.18, -2.89, -1.54], [0.02, -0.17, -0.16], [-0.18, -0.15, 0.06], [-0.04, 0.02, 0.05], [0.01, -0.04, 0.00], [-0.01, -0.08, -0.05], [-0.37, -0.72, -0.15], [0.42, -0.06, 0.20], [-0.04, 0.21, 0.08]], "homo_lumo_gap_ev": 9.6, "e_above_lowest_kj_mol": 392.8, "spin_multiplicity": 1, "total_energy_ev": -7828.249, "charge": 0}

Number 1: HOMO energy -9.91 eV. Number 2: HOMO energy -8.61 eV. Number 3: HOMO energy -8.97 eV. Number 4: HOMO energy 1.61 eV. Number 5: HOMO energy -13.75 eV. Number 6: HOMO energy -8.83 eV.